The following is a DFT calculation (ωB97M-V with the def2-TZVPD basis set) of a molecular structure, C48H42N9O3PSY.

```
105
Properties=species:S:1:pos:R:3
O 16.29 16.90 12.51
C 14.55 9.26 13.52
H 16.03 16.85 14.61
H 14.79 10.18 14.04
C 12.60 10.51 10.03
N 15.30 13.48 12.86
H 12.27 15.79 16.23
H 12.80 6.41 14.04
N 10.03 13.03 11.85
O 14.91 15.64 11.34
C 11.29 16.32 12.59
H 13.23 14.46 14.42
C 16.26 9.72 7.29
H 20.16 12.53 11.17
C 12.09 12.09 8.45
H 9.87 17.74 13.26
C 15.67 15.75 12.28
C 12.10 9.50 9.24
H 10.08 10.79 14.24
H 19.13 10.74 14.92
C 19.52 11.93 11.78
S 12.25 12.10 13.00
C 11.96 15.95 15.22
H 14.80 13.21 13.70
P 15.72 10.40 11.24
H 12.13 8.46 9.58
C 11.57 11.13 7.60
C 14.59 14.58 7.97
H 15.01 10.93 8.56
N 12.57 11.79 9.67
C 17.19 8.55 9.66
C 17.35 10.76 12.03
H 16.24 12.97 10.24
H 9.11 18.26 9.68
C 16.83 14.17 7.18
C 17.67 10.51 13.35
H 9.83 18.13 5.43
H 17.62 14.29 6.41
C 13.44 7.13 13.53
C 14.97 9.04 12.21
C 10.57 12.25 12.83
H 20.73 11.99 13.52
H 10.44 17.45 15.70
C 11.34 16.33 10.19
H 18.06 13.10 8.60
C 14.60 7.87 11.58
C 10.72 16.96 8.99
C 8.30 11.55 13.35
C 17.19 8.68 7.26
H 7.64 10.90 13.92
H 8.54 18.92 7.35
H 17.60 8.34 6.36
H 12.16 13.15 8.17
H 16.87 18.23 13.89
N 12.26 15.44 12.86
H 14.89 7.70 10.55
H 15.93 12.75 12.54
H 16.65 14.78 13.83
C 10.11 17.82 6.45
H 13.01 10.30 11.02
C 16.23 9.60 9.67
C 18.92 10.92 13.88
C 11.19 16.96 6.63
N 12.42 15.57 9.79
C 9.69 17.85 8.85
H 13.58 5.95 11.76
H 17.02 9.98 14.00
C 12.53 15.65 8.42
N 10.83 16.61 11.34
H 17.61 8.11 10.57
H 13.53 8.51 15.20
C 16.07 13.44 9.31
H 15.31 15.20 6.05
N 15.96 14.69 13.09
C 13.85 6.90 12.25
H 15.87 10.12 6.35
N 13.38 15.16 7.60
C 16.74 17.17 13.83
C 8.67 13.14 11.64
C 7.77 12.43 12.40
C 10.64 17.06 13.59
N 14.83 13.91 9.09
Y 13.14 13.83 11.04
H 11.22 9.05 7.32
C 11.46 16.52 7.92
H 6.71 12.52 12.23
H 8.44 13.88 10.87
C 12.51 15.24 14.16
C 17.65 8.09 8.44
C 9.66 11.49 13.53
O 10.83 13.66 11.01
C 15.77 10.16 8.50
H 11.78 16.61 5.78
C 19.81 11.65 13.12
H 11.11 11.44 6.66
H 18.17 11.72 10.23
C 11.59 9.80 8.00
H 17.72 16.71 13.99
H 18.47 7.40 8.43
C 18.30 11.49 11.28
C 15.58 14.69 6.98
C 17.08 13.51 8.38
C 13.80 8.29 14.18
C 9.38 18.30 7.55
C 11.00 16.89 14.93
```

The electronic energy is -3350.7251 Eh. As for the orbital gap: 0.2808 hartree. The value obtained for the LUMO energy is -2.4 eV. Its total charge is +1. For the HOMO energy, the calculation gives -9.998 eV.

Löwdin atomic charge list, values in e, 99 entries: 0.0244 -0.1333 0.1054 0.0883 -0.1919 0.0432 0.1038 0.1155 -0.1717 0.0081 -0.3329 0.0689 -0.0644 0.1036 -0.1136 0.1126 -0.5635 -0.0406 0.1063 0.1028 -0.0580 0.6566 -0.0717 0.0600 1.1004 0.1143 -0.0338 -0.3274 0.0815 -0.0379 -0.0800 -0.3792 0.0408 0.1145 -0.0435 -0.0861 0.1101 0.1259 -0.0921 -0.3813 -0.6486 0.0991 0.1254 -0.2753 0.1002 -0.0996 -0.1067 -0.0546 -0.0641 0.1149 0.0933 0.0889 0.0916 0.0934 0.0548 0.0972 0.0339 0.1493 -0.0665 0.0429 -0.3803 -0.0670 -0.0081 0.0180 0.0035 0.1170 0.0779 -0.3112 0.1649 0.1244 0.1082 -0.1622 0.1253 0.0395 -0.0752 0.1163 0.1525 -0.0410 0.0127 -0.0479 0.0112 0.0533 1.3589 0.1110 -0.1164 0.1142 0.1447 -0.1698 -0.0656 -0.0945 -0.2783 -0.1192 0.1190 -0.0837 0.1188 0.0791 -0.0493 0.0991 0.1056

---

The following is a DFT calculation (ωB97M-V with the def2-TZVPD basis set) of 12 unconnected molecules or ions with the total composition C26H73Cl10O28P7.

```
144
Properties=species:S:1:pos:R:3
C 21.91 14.98 15.80
H 24.19 17.37 13.39
O 19.56 10.21 13.46
H 16.48 14.87 21.62
H 21.13 8.54 9.83
H 16.55 15.86 23.12
O 20.58 15.27 21.84
H 21.46 14.85 16.80
H 15.26 7.42 16.87
O 17.72 19.01 14.04
O 23.80 17.16 17.75
P 17.76 8.71 22.19
C 17.87 18.03 13.01
C 18.98 18.11 20.73
H 18.96 13.74 12.42
O 13.54 11.97 14.56
Cl 13.86 16.93 14.27
H 19.31 18.00 17.26
Cl 14.09 9.56 11.72
H 20.46 15.33 23.95
H 21.87 18.34 14.07
C 15.25 7.96 22.29
O 17.46 13.13 16.32
H 20.43 8.25 24.43
H 17.02 9.61 12.13
H 9.70 11.45 16.72
C 18.41 13.32 17.44
H 19.60 12.47 10.29
H 20.38 7.98 22.68
O 18.46 8.33 23.63
H 13.92 12.45 12.58
H 16.83 17.87 12.65
H 21.74 17.20 18.09
C 20.48 12.95 9.86
H 20.60 9.34 15.06
H 18.46 11.86 20.73
C 15.24 17.46 15.26
H 22.69 18.12 19.28
Cl 14.80 17.72 16.96
H 13.26 8.95 9.62
O 18.31 14.87 22.61
H 12.25 12.75 13.00
H 22.44 18.77 17.53
H 16.67 8.49 13.52
H 16.56 14.02 23.16
C 20.50 10.33 14.64
C 13.27 12.82 13.38
Cl 15.66 15.69 10.11
H 18.25 17.10 13.37
H 19.62 16.26 16.93
H 19.69 6.75 23.80
O 24.99 15.54 16.33
H 13.68 15.32 17.26
H 20.09 10.95 15.42
H 17.13 11.11 14.42
H 21.09 14.93 15.04
P 12.91 12.21 15.95
H 19.80 18.80 20.93
P 19.78 8.92 12.53
H 18.04 14.02 18.21
P 19.02 19.12 14.98
H 17.94 17.00 16.67
H 21.70 19.80 15.16
O 18.94 13.46 14.44
H 18.03 18.61 20.69
Cl 16.69 9.19 16.43
H 15.00 14.26 16.54
O 17.92 7.83 21.03
H 22.07 15.23 23.31
H 14.88 8.21 21.30
C 21.08 15.70 23.17
C 24.85 17.88 14.09
C 10.44 12.21 16.84
H 18.50 12.40 17.96
C 17.07 8.56 12.48
H 14.11 13.70 17.92
C 16.40 11.76 13.87
H 19.48 7.88 9.85
C 19.55 14.05 13.25
H 20.62 13.80 13.11
H 19.45 13.55 17.15
O 18.81 17.15 21.80
C 18.20 10.79 20.62
O 19.40 17.67 15.33
O 18.78 15.24 20.04
H 15.71 18.35 14.88
H 19.40 15.09 13.31
H 15.94 16.60 15.22
H 17.20 10.73 20.16
O 12.97 13.77 16.15
H 21.43 12.71 10.40
O 17.30 15.34 15.01
H 22.63 14.20 15.66
H 13.46 13.85 13.64
Cl 14.33 8.33 14.94
C 20.06 8.82 9.90
C 15.21 14.12 10.77
O 24.29 17.84 15.44
H 19.88 9.48 9.07
Cl 20.26 14.70 9.79
H 24.82 18.97 13.87
H 16.74 11.67 12.83
H 21.96 19.98 13.37
P 17.54 13.90 14.99
C 22.59 17.89 18.21
H 18.90 10.24 20.05
C 16.88 14.93 22.63
H 16.52 7.87 11.89
O 13.52 11.32 16.98
H 19.14 17.63 19.77
C 19.80 7.82 23.65
H 25.88 17.57 13.99
H 15.63 6.92 22.21
C 13.85 9.78 10.06
Cl 13.02 11.23 9.64
H 14.49 8.01 23.05
H 10.01 13.20 17.00
P 19.08 15.62 21.43
C 21.48 19.35 14.16
O 20.08 19.48 13.87
O 16.29 8.89 22.77
O 20.88 8.07 12.94
H 14.82 9.74 9.57
O 18.46 8.06 12.49
H 21.13 16.77 23.16
C 14.01 14.31 17.01
H 15.22 14.18 11.84
O 18.81 19.99 16.11
Cl 20.63 12.28 8.22
H 14.22 13.90 10.43
O 16.49 13.20 14.08
P 23.98 16.58 16.32
C 15.11 8.43 16.56
H 21.42 10.65 14.24
H 15.37 11.48 13.96
O 11.36 12.05 15.69
H 10.95 11.91 17.77
O 22.57 16.24 15.77
H 18.47 18.41 12.19
H 14.42 9.07 17.09
C 19.06 17.14 16.63
O 18.25 10.23 21.98
Cl 16.28 12.79 10.19
O 19.83 9.58 11.10
```

The electronic energy is -10133.1772 Eh. As for the orbital gap: 0.3893 hartree. The value obtained for the LUMO energy is 0.3 eV. Its total charge is 0. For the HOMO energy, the calculation gives -10.313 eV.

Löwdin atomic charge list, values in e, 99 entries: -0.0750 0.0879 -0.2405 0.0836 0.0946 0.0930 -0.2164 0.0851 0.0197 -0.2162 -0.2018 0.3983 -0.1079 -0.0645 0.0589 -0.2470 0.5245 0.0719 0.6277 0.0739 0.0679 -0.0644 -0.1896 0.0833 0.0650 0.0752 -0.0206 -0.0055 0.1014 -0.2319 0.0400 0.0959 0.0630 -1.0369 0.0792 0.0873 -0.9977 0.0923 0.5331 0.0461 -0.2285 0.0986 0.0997 0.0279 0.0968 -0.0197 -0.0386 0.5415 0.0468 0.0674 0.0822 -0.2109 0.0421 0.0701 0.0620 0.0783 0.3175 0.0922 0.3070 0.0725 0.3068 0.0901 0.0985 -0.2109 0.0863 0.5580 0.0698 -0.2287 0.0975 0.0792 -0.0488 -0.0576 -0.0547 0.0569 -0.0929 0.0897 -0.0712 0.0995 -0.0624 0.1039 0.0867 -0.2117 -0.0705 -0.2209 -0.2355 0.0079 0.0567 -0.0267 0.0927 -0.2171 0.0520 -0.2219 0.0883 0.0640 0.5014 -0.0749 -0.9976 -0.2290 0.0515

---

The following is a DFT calculation (ωB97M-V with the def2-TZVPD basis set) of C6H10O in the gas phase.

```
17
Properties=species:S:1:pos:R:3
C 1.01 -0.68 -1.07
H -2.62 -0.49 1.41
H 1.42 -1.64 -1.49
C -0.30 0.36 -1.44
H -0.83 0.15 -2.40
H 1.57 1.15 -0.22
C -0.44 0.08 0.89
C 2.12 0.24 -0.54
H -2.29 1.01 0.47
H 2.76 0.55 -1.29
H 0.10 1.03 0.67
C -1.93 0.39 1.31
O 2.68 -0.46 0.53
H -2.01 1.02 2.19
C -0.37 -0.70 -0.43
H -0.95 -1.64 -0.35
H 0.10 -0.37 1.76
```

The electronic energy is -309.5316 Eh. As for the orbital gap: 0.1943 hartree. The value obtained for the LUMO energy is -3.2 eV. Its total charge is 0. For the HOMO energy, the calculation gives -8.486 eV.

The net atomic charges from Löwdin, expressed in e, are: -0.0802 0.0792 0.1511 0.1251 0.0751 0.1099 -0.2177 -0.3624 0.0764 0.0892 0.0876 -0.0802 -0.0732 0.0624 -0.3210 0.1546 0.1241

---

Repeat the third record exactly.
The following is a DFT calculation (ωB97M-V with the def2-TZVPD basis set) of C6H10O in the gas phase.

```
17
Properties=species:S:1:pos:R:3
C 1.01 -0.68 -1.07
H -2.62 -0.49 1.41
H 1.42 -1.64 -1.49
C -0.30 0.36 -1.44
H -0.83 0.15 -2.40
H 1.57 1.15 -0.22
C -0.44 0.08 0.89
C 2.12 0.24 -0.54
H -2.29 1.01 0.47
H 2.76 0.55 -1.29
H 0.10 1.03 0.67
C -1.93 0.39 1.31
O 2.68 -0.46 0.53
H -2.01 1.02 2.19
C -0.37 -0.70 -0.43
H -0.95 -1.64 -0.35
H 0.10 -0.37 1.76
```

The electronic energy is -309.5316 Eh. As for the orbital gap: 0.1943 hartree. The value obtained for the LUMO energy is -3.2 eV. Its total charge is 0. For the HOMO energy, the calculation gives -8.486 eV.

The net atomic charges from Löwdin, expressed in e, are: -0.0802 0.0792 0.1511 0.1251 0.0751 0.1099 -0.2177 -0.3624 0.0764 0.0892 0.0876 -0.0802 -0.0732 0.0624 -0.3210 0.1546 0.1241

---

- Among the records above, which one has the highest orbital gap?
  C26H73Cl10O28P7

---

- Which value of LUMO does entry 2 give?
  0.3 eV

---

- Which value of orbital gap does entry 1 give?
  0.2808 hartree